(1)
Computed, not measured: C20H30As2AuN4O8S as an isolated structure at a distorted geometry, with ωB97M-V/def2-TZVPD.

The geometry in XYZ format:
```
66
Properties=species:S:1:pos:R:3:forces:R:3:nbo_charge:R:1
Au -3.019 0.406 0.592 0.03 0.37 0.56 0.60
N -2.897 0.844 2.967 -1.71 0.04 -1.41 -0.89
C -2.652 2.325 3.182 -1.50 -1.88 -0.10 -0.23
C -1.677 2.830 2.166 1.20 -0.52 0.40 -0.26
N -2.059 2.690 0.738 0.48 -0.08 1.22 -0.88
H -3.848 0.539 3.246 1.05 0.36 -0.07 0.40
H -2.223 0.196 3.355 0.12 0.41 0.22 0.40
H -2.291 2.355 4.198 0.44 0.85 0.24 0.21
H -3.624 2.892 3.144 0.78 -0.81 -0.06 0.21
H -0.701 2.302 2.341 -0.78 0.39 -0.48 0.22
H -1.520 3.838 2.479 0.42 1.08 -0.21 0.20
H -1.165 2.679 0.245 -0.52 0.11 -0.25 0.40
H -2.621 3.483 0.440 0.19 -0.21 -0.11 0.38
C 0.639 0.078 4.139 -1.15 1.32 -0.37 -0.27
O 0.708 -0.350 2.741 0.75 1.74 1.05 -0.52
C 0.597 -1.620 2.492 -0.45 -1.59 -1.71 0.73
O 0.310 -2.436 3.304 -0.06 -1.33 1.47 -0.57
C 0.507 -1.992 0.999 0.52 1.14 0.50 -0.25
C 1.161 -3.026 0.411 0.04 1.49 0.61 -0.45
As 3.098 -2.784 0.678 -0.15 0.01 -0.60 0.99
C 3.380 -2.983 2.589 -1.54 0.87 1.54 -0.98
C 3.066 -0.732 0.471 0.67 -0.25 0.35 -0.37
C 2.099 0.156 0.277 -0.69 -0.46 -0.93 -0.36
As 0.075 -0.241 0.163 0.15 -0.34 0.11 0.91
C -0.144 -0.628 -1.705 -0.18 0.95 0.13 -0.99
C 2.209 1.639 0.279 0.37 2.00 1.24 0.74
O 1.698 2.287 1.175 -0.16 -0.92 -0.53 -0.57
O 2.846 2.390 -0.653 -0.32 -0.49 0.17 -0.48
C 3.486 1.788 -1.759 -2.29 -0.09 -1.30 -0.25
C 4.480 -0.364 0.890 -0.21 -0.28 -0.47 0.74
O 4.676 -0.007 2.012 0.02 0.36 0.42 -0.54
O 5.534 -0.658 0.104 -0.28 0.49 0.39 -0.50
C 5.481 -0.943 -1.280 0.37 -0.22 -1.08 -0.27
C 0.731 -3.432 -0.936 -1.66 0.23 1.11 0.74
O 1.379 -3.902 -1.813 0.94 -0.23 -0.87 -0.57
O -0.641 -3.306 -0.995 1.33 -0.58 0.09 -0.53
C -1.170 -3.808 -2.214 -0.35 0.46 -0.27 -0.27
H -0.326 -0.240 4.586 0.62 -0.18 -0.27 0.19
H 0.565 1.213 4.038 0.69 -1.58 0.36 0.21
H 1.465 -0.302 4.766 -0.27 0.33 -0.62 0.23
H 2.633 -3.761 2.884 0.68 0.55 -0.08 0.26
H 3.220 -2.067 3.267 0.25 -1.30 -1.29 0.25
H 4.374 -3.356 2.740 0.48 -0.14 0.04 0.25
H 0.586 -1.198 -2.207 0.90 -0.83 -0.42 0.23
H -0.232 0.322 -2.205 0.13 0.62 -0.21 0.23
H -1.113 -1.057 -1.777 -0.76 -0.57 -0.14 0.25
H 4.298 1.246 -1.452 2.30 -0.92 0.75 0.18
H 3.766 2.564 -2.475 -0.14 -0.10 0.27 0.21
H 2.814 1.036 -2.238 0.25 0.68 0.05 0.17
H 5.729 -2.002 -1.400 -0.17 0.13 -0.12 0.21
H 6.299 -0.354 -1.759 -0.70 -0.33 0.33 0.21
H 4.521 -0.729 -1.799 0.49 -0.17 0.65 0.19
H -2.211 -4.027 -1.941 0.31 -0.05 -0.70 0.20
H -0.591 -4.661 -2.585 -0.40 -0.01 0.29 0.22
H -1.053 -3.007 -2.967 -0.48 -0.40 0.08 0.18
S -3.972 -0.514 -1.290 0.17 0.50 -0.20 -0.19
C -4.174 0.818 -2.355 -0.49 0.56 0.59 0.27
N -5.152 0.614 -3.306 0.01 -0.91 1.07 -0.51
C -5.364 1.441 -4.316 -0.92 -0.25 -1.27 0.13
C -4.625 2.582 -4.424 -0.37 1.13 -0.44 -0.34
C -3.833 2.892 -3.317 0.70 -1.50 0.67 0.15
N -3.595 2.048 -2.303 -0.29 -0.73 -0.66 -0.46
H -5.778 -0.193 -3.152 0.70 0.50 -0.27 0.45
H -6.159 1.076 -4.991 0.60 0.69 0.16 0.25
H -4.747 3.320 -5.234 -0.01 -0.73 0.47 0.27
H -3.255 3.792 -3.251 -0.12 0.60 -0.08 0.22
```
Forces are in eV/Å.

Values from the calculation:
E	-179761.6562	eV
frontier orbital gap	7.10	eV
charge	+1
2S+1	1
lowest unoccupied orbital energy	-3.6	eV

---

(2)
Computed, not measured: C20H30AsF6N6O4PRbS2 as an isolated structure at a distorted geometry, with ωB97M-V/def2-TZVPD.

The geometry in XYZ format:
```
71
Properties=species:S:1:pos:R:3:forces:R:3:mulliken_charge:R:1
Rb -0.059 0.630 0.407 0.23 2.39 -1.20 1.21
F -2.612 -3.515 2.645 0.23 0.14 -0.26 -0.19
C -1.541 -2.850 3.071 -0.16 -0.09 0.44 0.40
F -1.933 -1.948 3.965 0.10 0.05 -0.06 -0.19
F -0.707 -3.704 3.649 0.09 0.17 -0.26 -0.19
S -0.740 -1.957 1.653 -0.95 -1.10 0.30 1.24
O -1.738 -1.034 1.193 -0.94 -0.37 0.91 -0.74
O -0.324 -2.936 0.684 0.02 -0.57 0.21 -0.64
N 0.464 -1.195 2.313 0.12 -0.31 0.51 -0.68
S 1.877 -1.465 1.673 1.36 0.12 0.69 0.92
O 1.937 -0.958 0.317 0.57 -0.15 -0.48 -0.62
O 2.466 -2.731 1.905 0.19 -0.41 0.28 -0.60
C 2.873 -0.162 2.586 0.05 0.40 0.09 0.61
F 3.026 -0.390 3.874 -0.16 -0.31 -0.12 -0.19
F 2.270 1.035 2.439 -0.23 -0.15 -0.10 -0.21
F 4.074 -0.052 2.013 -0.16 -0.38 -0.07 -0.22
N 2.995 0.840 -1.673 0.22 0.18 0.19 0.03
C 3.689 1.957 -1.954 0.00 0.14 -0.23 -0.14
C 3.113 2.511 -3.074 0.08 -0.02 0.11 -1.03
C 2.062 1.647 -3.396 0.19 0.00 0.17 -0.22
N 1.994 0.640 -2.536 -0.50 -0.50 -0.01 -0.16
H 3.131 0.199 -0.903 -0.10 0.01 -0.09 0.18
H 4.530 2.274 -1.372 0.13 0.00 0.17 0.48
H 3.406 3.401 -3.585 0.12 0.24 -0.12 0.44
H 1.378 1.709 -4.221 -0.19 0.01 -0.11 0.50
C -0.139 -4.200 -3.476 -0.03 -0.47 -0.05 -0.76
N 0.828 -3.035 -3.311 0.21 -0.23 -0.17 0.13
C 0.595 -2.056 -4.453 0.24 0.27 -0.51 -0.75
N -0.761 -1.667 -4.527 -0.11 0.07 -0.44 0.16
C -1.637 -2.818 -4.656 -0.01 -0.06 -0.21 -0.94
N -1.470 -3.735 -3.542 -0.23 -0.24 -0.15 0.19
C -1.960 -3.193 -2.285 -0.18 0.28 0.47 -1.29
P -1.071 -1.630 -1.745 0.23 -0.38 -1.29 0.91
C 0.640 -2.365 -2.006 -0.17 0.52 0.91 -1.01
C -1.156 -0.801 -3.431 -0.10 0.15 0.45 -0.61
H -0.014 -4.871 -2.622 0.16 0.13 -0.09 0.38
H 0.126 -4.716 -4.406 0.07 0.13 0.17 0.35
H 1.788 -3.383 -3.359 -0.09 0.02 -0.06 0.40
H 0.896 -2.559 -5.378 0.03 -0.02 0.18 0.35
H 1.221 -1.178 -4.268 0.07 -0.23 0.05 0.31
H -1.398 -3.346 -5.585 -0.04 0.05 0.07 0.30
H -2.674 -2.482 -4.698 0.07 -0.03 -0.01 0.39
H -1.839 -3.943 -1.497 -0.08 0.08 -0.02 0.45
H -3.028 -2.982 -2.393 0.08 -0.05 0.09 0.46
H 0.806 -3.073 -1.192 0.07 -0.06 -0.24 0.84
H 1.372 -1.562 -1.912 -0.07 -0.16 -0.19 0.28
H -0.507 0.080 -3.422 -0.11 -0.06 0.03 0.02
H -2.182 -0.466 -3.612 0.07 0.06 0.06 0.54
C -1.522 5.366 0.665 0.05 -0.18 -0.05 -1.17
As -1.480 3.405 0.445 -0.42 1.31 -0.02 0.11
C -2.934 2.997 1.683 -0.10 -0.02 0.02 -1.12
C -2.486 3.194 -1.280 0.24 -0.09 0.13 -1.01
C -3.707 4.039 -1.391 -0.18 0.05 -0.06 0.61
C -4.953 3.564 -0.991 0.08 -0.06 0.00 -0.32
C -6.074 4.375 -1.043 -0.09 -0.01 0.01 -0.68
C -5.972 5.674 -1.512 -0.03 0.01 0.02 -0.50
C -4.742 6.152 -1.937 -0.05 0.07 -0.01 -0.60
C -3.623 5.342 -1.876 0.09 -0.08 -0.02 -0.42
H -2.533 5.750 0.506 0.14 -0.08 0.02 0.33
H -0.837 5.839 -0.042 -0.07 -0.05 0.07 0.36
H -1.198 5.611 1.681 -0.03 -0.11 -0.16 0.41
H -3.804 3.625 1.473 0.09 -0.14 0.00 0.38
H -2.610 3.175 2.711 0.05 -0.02 -0.11 0.40
H -3.198 1.944 1.578 -0.12 0.02 0.08 0.31
H -2.740 2.126 -1.329 0.06 0.14 -0.07 0.32
H -1.778 3.426 -2.083 -0.06 -0.11 0.14 0.54
H -5.046 2.540 -0.651 -0.01 -0.06 0.09 0.41
H -7.032 3.994 -0.720 -0.04 -0.04 0.00 0.40
H -6.844 6.308 -1.555 -0.06 0.04 0.00 0.40
H -4.661 7.161 -2.314 0.04 0.08 -0.05 0.40
H -2.667 5.717 -2.216 0.08 0.07 -0.02 0.37
```
Forces are in eV/Å.

Values from the calculation:
E	-147108.5433	eV
frontier orbital gap	8.23	eV
charge	+1
2S+1	1
lowest unoccupied orbital energy	-2.5	eV

---

> 2S+1 of number 1 (C20H30As2AuN4O8S)?

1

---

> Which of these has the lowest E?

C20H30As2AuN4O8S

---

> Among the records above, which one has the lowest frontier orbital gap?

C20H30As2AuN4O8S